ORCA calculation (ωB97M-V/def2-TZVPD) on a molecular structure, C26H25CdN6O4S5.

Atoms and positions in Å:
Cd1 0.5945 -0.9779 0.3985
C1 2.7758 3.2210 4.9540
C2 2.6981 3.2917 3.4305
N1 3.0642 2.0368 2.7981
C3 2.1472 1.0390 2.5604
S1 2.7593 -0.5400 2.3256
N2 0.8813 1.4029 2.6096
N3 -0.0040 0.5098 2.1402
C4 -1.2232 0.5794 2.5347
C5 -1.6971 1.5699 3.5595
C6 -2.1642 -0.4219 1.9997
C7 -3.5339 -0.3514 2.2460
C8 -4.3560 -1.3604 1.7676
C9 -3.7985 -2.4220 1.0780
C10 -2.4269 -2.4142 0.8672
N4 -1.6434 -1.4407 1.3039
H1 2.4041 4.1426 5.4071
H2 3.8063 3.0664 5.2821
H3 2.1724 2.3861 5.3140
H4 3.3585 4.0783 3.0554
H5 1.6818 3.5200 3.1209
H6 3.9731 1.6661 3.0226
H7 -0.8572 2.1940 3.8494
H8 -2.0771 1.0505 4.4427
H9 -2.4927 2.2065 3.1645
H10 -3.9473 0.4821 2.7963
H11 -5.4247 -1.3206 1.9397
H12 -4.4082 -3.2297 0.6985
H13 -1.9325 -3.2188 0.3346
O1 -0.6611 -6.6993 -3.4982
C11 -0.3555 -5.7074 -2.8737
S2 -0.3166 -4.0838 -3.5442
C12 0.2516 -3.2425 -2.1015
C13 0.4584 -3.9924 -0.9972
S3 1.0922 -3.5010 0.5391
S4 0.0962 -5.7141 -1.1669
S5 0.4856 -1.5298 -2.2627
O2 4.8170 4.8563 -1.8264
C14 5.2947 3.7683 -1.0491
C15 4.2377 2.7050 -0.9462
C16 4.5762 1.3991 -0.6385
C17 3.5671 0.4590 -0.5319
N5 2.2785 0.7357 -0.7063
C18 1.9484 1.9891 -1.0295
C19 2.9012 2.9975 -1.1551
C20 0.5211 2.3321 -1.2647
C21 0.1754 3.2145 -2.2803
C22 -1.1576 3.5649 -2.4562
C23 -1.5596 4.5480 -3.5219
O3 -1.5129 5.8943 -3.0479
C24 -2.0886 3.0241 -1.5876
C25 -1.6541 2.1287 -0.6189
N6 -0.3830 1.7972 -0.4434
H14 5.5464 5.4564 -1.9981
H15 5.5540 4.1067 -0.0382
H16 6.1944 3.3334 -1.4954
H17 5.6077 1.1114 -0.4745
H18 3.7973 -0.5750 -0.3176
H19 2.6050 4.0102 -1.3883
H20 0.9343 3.6219 -2.9360
H21 -2.5612 4.3076 -3.8927
H22 -0.8619 4.5077 -4.3566
H23 -2.0066 5.9363 -2.2228
H24 -3.1463 3.2380 -1.6886
H25 -2.3598 1.7083 0.0907
O4 -2.5228 -1.7745 -2.0963
C26 -1.8654 -0.9031 -2.4599

The net charge is -1. The calculation puts the highest occupied orbital energy at -3.407 eV. For the energy relative to the best compared isomer or geometry (same formula, charge and spin), the calculation gives 77.4 kJ/mol. As for the multiplicity: 1. Its orbital gap is 5.4 eV. Its molecular weight is 758.27 g mol⁻¹.

Atom charges from the Mulliken analysis, given in e for atoms 1 to 5: Cd 1.299; C -1.195; C -0.405; N -0.056; C -0.175

ORCA calculation (ωB97M-V/def2-TZVPD) on 3 unconnected molecules or ions with the total composition C30H31BClF12INO13S3.

Atoms and positions in Å:
C1 4.1218 -2.2062 4.4669
C2 4.2687 -2.1585 2.8618
C3 5.6928 -2.7753 2.5386
O1 5.8001 -3.9624 2.7068
O2 6.7556 -1.9563 2.1305
C4 7.4047 -2.4434 0.9510
C5 7.4190 -1.4045 -0.2529
C6 6.0133 -1.3552 -0.9497
C7 5.0325 -0.3829 -0.4131
C8 5.4243 0.4313 0.7726
C9 4.5386 1.4451 1.3635
O3 4.9906 2.1082 2.4727
B1 5.8965 3.1742 2.0892
O4 7.2189 2.8858 1.6091
O5 5.5325 4.5277 2.1427
C10 3.2312 1.6385 0.6789
S1 2.1121 2.9602 1.3648
O6 2.7036 3.6974 2.4698
O7 1.7755 3.9591 0.3406
C11 0.5531 2.1596 2.0880
F1 0.5352 0.7974 1.8430
F2 0.6492 2.2821 3.4662
C12 -0.7682 2.9204 1.6797
F3 -0.5749 4.2472 2.0577
F4 -1.0291 2.9448 0.3338
C13 -2.0888 2.4496 2.4148
F5 -2.1234 2.7328 3.7556
F6 -3.1230 3.1982 1.8500
C14 -2.4886 0.9361 2.2016
F7 -1.8958 0.1340 3.1604
F8 -2.1499 0.4300 0.9782
F9 -3.8401 0.7767 2.3633
C15 2.8244 0.8151 -0.5046
S2 1.2186 1.3275 -1.1446
C16 3.6832 -0.2559 -1.0876
C17 3.3274 -1.1752 -2.2583
S3 1.7087 -1.1711 -3.0517
O8 0.7469 -1.4492 -1.9752
O9 1.3868 0.0241 -3.8234
C18 1.2240 -2.5268 -4.2281
F10 -0.1571 -2.4450 -4.2738
F11 1.4676 -3.7945 -3.8190
F12 1.5664 -2.2816 -5.5437
C19 4.4013 -2.0871 -2.6885
C20 4.3151 -3.0693 -3.9029
C21 4.1355 -4.6105 -3.4631
C22 3.6130 -5.3689 -4.7862
I1 2.1067 -6.8707 -4.3697
N1 5.6638 -2.1491 -2.0139
Cl1 6.8931 -3.2684 -2.4808
H1 3.2425 -2.8239 4.7926
H2 4.0817 -1.1675 4.8890
H3 5.0508 -2.6757 4.9032
H4 3.4513 -2.7380 2.3648
H5 4.2010 -1.0765 2.5796
H6 8.4688 -2.7515 1.1736
H7 6.8987 -3.3778 0.5727
H8 7.7681 -0.3762 0.0562
H9 8.2435 -1.7451 -0.9385
H10 6.4069 0.3084 1.2979
H11 7.1137 2.8046 0.6414
H12 5.6132 4.9032 1.2457
H13 0.2810 0.5148 -0.5228
H14 5.2856 -3.0858 -4.4941
H15 3.5938 -2.7564 -4.6974
H16 5.1043 -5.1026 -3.2125
H17 3.3513 -4.7228 -2.6743
H18 4.4957 -5.9335 -5.2088
H19 3.2860 -4.6663 -5.5924
O10 -10.1284 2.4944 1.7197
C23 -9.0147 2.1746 2.0340
O11 -8.6354 1.9131 3.3109
C24 -7.2215 1.6693 3.3513
C25 -6.8489 1.2580 1.9423
C26 -7.8345 2.0483 1.1017
H20 -6.7181 2.5887 3.6633
H21 -7.0059 0.8860 4.0778
H22 -5.8085 1.4554 1.6980
H23 -7.0290 0.1878 1.8086
H24 -7.4605 3.0465 0.8643
H25 -8.1084 1.5148 0.1920
O12 -9.2790 1.0988 -3.9518
C27 -10.0109 1.3278 -3.0297
O13 -9.8391 0.8143 -1.7835
C28 -10.9468 1.1967 -0.9486
C29 -11.5315 2.4285 -1.6036
C30 -11.2621 2.1720 -3.0770
H26 -11.6591 0.3671 -0.9131
H27 -10.5905 1.4010 0.0607
H28 -12.5847 2.5815 -1.3687
H29 -10.9821 3.3167 -1.2794
H30 -12.0629 1.5946 -3.5435
H31 -11.0884 3.0976 -3.6227

The net charge is +1. The calculation puts the highest occupied orbital energy at -10.922 eV. As for the multiplicity: 1. Its orbital gap is 4.9 eV. Its molecular weight is 1110.92 g mol⁻¹.

Atom charges from the Mulliken analysis, given in e for atoms 1 to 5: C -1.121; C 0.736; C 0.223; O -0.499; O -0.314

ORCA calculation (ωB97M-V/def2-TZVPD) on 2 unconnected molecules or ions with the total composition C2H8S.

Atoms and positions in Å:
C1 -0.1070 -1.6160 -0.1014
C2 -1.5229 -1.0240 0.0886
H1 0.0395 -1.9658 -1.1109
H2 0.0945 -2.3730 0.6512
H3 0.6480 -0.8327 -0.0092
H4 -2.0315 -0.8945 -0.8654
H5 -2.0849 -1.6798 0.7348
H6 -1.5056 -0.0688 0.6183
S1 2.3125 3.9030 0.3368
H7 1.1075 3.6226 -0.1398
H8 3.0500 2.9289 -0.2030

The SMILES is CC.S. The calculation puts the highest occupied orbital energy at -9.821 eV. For the energy relative to the best compared isomer or geometry (same formula, charge and spin), the calculation gives 19.5 kJ/mol. As for the multiplicity: 1. Its orbital gap is 10.6 eV. Its molecular weight is 64.15 g mol⁻¹.

Atom charges from the Mulliken analysis, given in e for atoms 1 to 5: C -0.741; C -0.764; H 0.262; H 0.260; H 0.220